Here is a 10-piece molecular cluster, C60H141N24O13P7 overall from the Open Molecules 2025 dataset. Energies are from ωB97M-V/def2-TZVPD.

Last column: Löwdin charge in e.
Atoms and positions in Å:
C (-5.325, 9.518, -21.444)  -0.089
N (-4.939, 10.851, -20.791)  -0.304
C (-6.024, 11.578, -20.089)  -0.106
P (-3.709, 11.682, -21.662)  0.597
O (-4.017, 12.087, -23.038)  -0.294
N (-3.483, 13.131, -20.783)  -0.312
C (-2.474, 13.399, -19.720)  -0.087
C (-3.954, 14.313, -21.388)  -0.169
N (-2.139, 10.840, -21.559)  -0.257
C (-1.693, 10.102, -22.779)  -0.130
C (-1.566, 10.424, -20.236)  -0.112
H (-5.705, 9.018, -20.553)  0.065
H (-4.477, 8.975, -21.861)  0.072
H (-6.237, 9.493, -22.040)  0.074
H (-6.968, 11.053, -19.937)  0.080
H (-6.227, 12.550, -20.537)  0.069
H (-5.571, 11.697, -19.105)  0.072
H (-2.765, 14.242, -19.093)  0.073
H (-2.512, 12.546, -19.042)  0.060
H (-1.511, 13.546, -20.210)  0.085
H (-4.813, 14.187, -22.047)  0.080
H (-4.070, 15.080, -20.623)  0.071
H (-3.148, 14.780, -21.954)  0.078
H (-0.635, 10.258, -22.984)  0.067
H (-1.381, 9.068, -22.631)  0.061
H (-2.365, 10.203, -23.631)  0.074
H (-1.032, 11.262, -19.790)  0.042
H (-0.926, 9.555, -20.392)  0.076
H (-2.274, 10.150, -19.454)  0.069
C (2.563, 14.870, -19.538)  -0.143
N (2.949, 14.013, -18.436)  -0.266
C (1.730, 13.555, -17.641)  -0.083
P (4.494, 14.333, -17.734)  0.735
O (5.476, 14.788, -18.838)  -0.330
N (4.267, 15.566, -16.485)  -0.294
C (3.196, 15.781, -15.718)  -0.212
C (5.482, 16.220, -15.872)  -0.079
N (4.976, 12.797, -16.973)  -0.284
C (4.385, 12.338, -15.703)  -0.105
C (5.852, 11.878, -17.807)  -0.082
H (2.189, 15.816, -19.146)  0.070
H (1.815, 14.320, -20.108)  0.079
H (3.443, 15.196, -20.094)  0.053
H (2.025, 13.299, -16.623)  0.029
H (1.380, 12.618, -18.073)  0.074
H (0.873, 14.216, -17.515)  0.074
H (2.986, 14.866, -15.164)  0.056
H (3.373, 16.466, -14.888)  0.092
H (2.322, 16.198, -16.219)  0.064
H (5.581, 15.963, -14.817)  0.037
H (6.303, 15.930, -16.528)  0.079
H (5.367, 17.302, -15.936)  0.075
H (5.078, 12.438, -14.868)  0.068
H (3.552, 13.012, -15.500)  0.025
H (3.948, 11.352, -15.862)  0.082
H (6.286, 11.157, -17.114)  0.075
H (6.707, 12.283, -18.347)  0.063
H (5.250, 11.424, -18.594)  0.068
C (6.497, 21.613, -20.787)  -0.152
N (6.058, 20.528, -21.589)  -0.315
C (6.611, 20.569, -22.900)  -0.141
P (4.755, 19.353, -21.330)  0.653
O (3.450, 19.644, -22.065)  -0.324
N (5.533, 17.917, -21.912)  -0.284
C (6.902, 17.461, -21.641)  -0.088
C (4.806, 17.063, -22.846)  -0.116
N (4.495, 19.299, -19.688)  -0.295
C (5.564, 19.051, -18.700)  -0.110
C (3.285, 18.573, -19.299)  -0.105
H (6.118, 22.520, -21.257)  0.081
H (7.583, 21.715, -20.792)  0.084
H (6.174, 21.650, -19.747)  0.072
H (7.347, 19.782, -23.066)  0.073
H (7.206, 21.472, -23.040)  0.078
H (5.812, 20.769, -23.613)  0.090
H (6.962, 16.446, -21.249)  0.067
H (7.496, 17.617, -22.542)  0.077
H (7.222, 18.113, -20.828)  0.069
H (3.743, 17.286, -22.940)  0.048
H (5.225, 17.001, -23.850)  0.089
H (4.844, 16.071, -22.396)  0.057
H (5.323, 19.137, -17.641)  0.075
H (5.810, 17.998, -18.831)  0.070
H (6.510, 19.552, -18.906)  0.067
H (2.398, 19.177, -19.491)  0.063
H (3.258, 18.145, -18.297)  0.083
H (3.337, 17.689, -19.935)  0.061
C (-3.841, 17.729, -16.580)  -0.120
N (-2.528, 17.110, -16.351)  -0.296
C (-2.637, 15.945, -15.440)  -0.118
P (-1.013, 17.923, -16.195)  0.554
O (0.060, 16.910, -16.180)  -0.290
N (-0.961, 18.934, -17.538)  -0.277
C (-1.501, 18.513, -18.912)  -0.063
C (0.086, 19.927, -17.554)  -0.127
N (-1.222, 18.890, -14.813)  -0.291
C (-2.314, 19.973, -14.744)  -0.077
C (-0.380, 18.968, -13.624)  -0.102
H (-4.244, 18.300, -15.743)  0.064
H (-4.455, 17.024, -17.140)  0.090
H (-3.589, 18.545, -17.256)  0.056
H (-3.372, 15.229, -15.808)  0.074
H (-3.044, 16.186, -14.458)  0.082
H (-1.709, 15.377, -15.501)  0.035
H (-2.354, 17.839, -18.838)  0.055
H (-1.951, 19.296, -19.524)  0.075
H (-0.728, 18.165, -19.597)  0.075
H (-0.210, 20.974, -17.627)  0.079
H (0.596, 19.978, -16.592)  0.077
H (0.780, 19.779, -18.381)  0.058
H (-2.519, 20.313, -15.759)  0.061
H (-3.317, 19.673, -14.440)  0.065
H (-1.927, 20.902, -14.323)  0.077
H (0.584, 18.542, -13.904)  0.077
H (-0.958, 18.368, -12.921)  0.082
H (-0.391, 20.018, -13.332)  0.070
C (7.374, 6.427, -11.212)  -0.127
N (7.312, 7.754, -10.533)  -0.283
C (7.111, 8.762, -11.516)  -0.162
P (6.775, 7.956, -8.878)  0.612
O (7.120, 9.210, -8.210)  -0.262
N (5.088, 7.511, -8.968)  -0.306
C (4.544, 6.461, -9.758)  -0.137
C (4.201, 8.649, -8.858)  -0.133
N (7.403, 6.539, -8.193)  -0.336
C (6.899, 6.184, -6.910)  -0.147
C (8.897, 6.391, -8.225)  -0.078
H (7.075, 5.655, -10.503)  0.048
H (8.435, 6.284, -11.416)  0.080
H (6.668, 6.187, -12.007)  0.076
H (6.117, 8.911, -11.939)  0.077
H (7.613, 8.622, -12.474)  0.080
H (7.607, 9.633, -11.088)  0.067
H (4.400, 6.856, -10.763)  0.074
H (5.146, 5.553, -9.763)  0.075
H (3.513, 6.291, -9.447)  0.086
H (3.223, 8.589, -9.335)  0.064
H (3.877, 8.722, -7.820)  0.084
H (4.629, 9.535, -9.328)  0.068
H (7.505, 5.433, -6.402)  0.084
H (6.755, 7.056, -6.272)  0.084
H (5.923, 5.724, -7.061)  0.074
H (9.123, 7.198, -7.527)  0.089
H (9.371, 6.323, -9.204)  0.069
H (9.116, 5.376, -7.894)  0.077
C (-0.364, 5.644, -13.153)  -0.152
N (-0.328, 5.272, -14.522)  -0.302
C (-1.502, 4.431, -15.034)  -0.083
P (1.123, 5.270, -15.519)  0.620
O (0.934, 4.743, -16.877)  -0.287
N (1.695, 6.916, -15.418)  -0.290
C (1.987, 7.630, -16.686)  -0.120
C (2.464, 7.480, -14.214)  -0.080
N (2.303, 4.407, -14.591)  -0.306
C (2.038, 3.074, -14.173)  -0.146
C (3.718, 4.651, -14.951)  -0.109
H (-0.429, 4.745, -12.541)  0.073
H (-1.186, 6.325, -12.930)  0.086
H (0.614, 5.985, -12.814)  0.056
H (-1.568, 3.578, -14.359)  0.064
H (-1.290, 4.036, -16.028)  0.062
H (-2.488, 4.894, -15.037)  0.070
H (2.944, 7.209, -16.995)  0.066
H (1.255, 7.333, -17.438)  0.069
H (2.086, 8.714, -16.740)  0.071
H (2.257, 8.540, -14.063)  0.060
H (2.306, 6.936, -13.283)  0.053
H (3.487, 7.238, -14.503)  0.058
H (1.051, 2.963, -13.725)  0.074
H (2.049, 2.344, -14.982)  0.080
H (2.834, 2.639, -13.571)  0.084
H (4.372, 4.886, -14.112)  0.078
H (3.818, 5.368, -15.766)  0.069
H (4.083, 3.734, -15.415)  0.081
C (8.075, 16.500, -13.403)  -0.072
N (7.550, 15.934, -12.108)  -0.273
C (6.058, 16.018, -12.033)  -0.140
P (8.321, 14.911, -11.016)  0.572
O (9.691, 14.728, -11.388)  -0.268
N (8.166, 15.663, -9.454)  -0.318
C (6.883, 16.089, -8.958)  -0.136
C (9.361, 15.760, -8.597)  -0.106
N (7.204, 13.498, -10.928)  -0.267
C (6.800, 12.772, -12.202)  -0.088
C (7.197, 12.784, -9.633)  -0.121
H (8.898, 15.846, -13.691)  0.070
H (8.812, 17.298, -13.326)  0.074
H (7.330, 16.659, -14.183)  0.049
H (5.462, 15.798, -11.148)  0.061
H (5.631, 15.398, -12.822)  0.050
H (5.879, 17.091, -12.101)  0.084
H (7.055, 16.585, -8.002)  0.079
H (6.495, 16.946, -9.509)  0.065
H (6.191, 15.247, -8.952)  0.070
H (10.089, 16.352, -9.151)  0.077
H (9.190, 16.082, -7.570)  0.078
H (9.715, 14.742, -8.430)  0.068
H (6.954, 13.405, -13.076)  0.062
H (7.499, 11.938, -12.254)  0.068
H (5.792, 12.376, -12.323)  0.063
H (7.373, 11.712, -9.723)  0.052
H (6.181, 12.589, -9.291)  0.069
H (7.733, 13.297, -8.835)  0.074
O (8.569, 13.777, -20.602)  0.063
N (8.326, 12.704, -21.162)  -0.335
O (9.156, 11.856, -21.461)  0.071
C (6.887, 12.461, -21.442)  -0.109
C (5.893, 13.482, -21.479)  0.013
C (4.601, 13.134, -21.817)  -0.099
C (4.232, 11.890, -22.063)  -0.075
C (5.162, 10.894, -21.902)  -0.099
C (6.439, 11.155, -21.657)  -0.042
H (6.196, 14.498, -21.278)  0.074
H (3.909, 13.953, -21.946)  0.071
H (3.206, 11.717, -22.351)  0.120
H (4.764, 9.891, -21.860)  0.113
H (7.162, 10.362, -21.535)  0.120
O (1.023, 15.540, -22.300)  0.065
N (1.699, 15.700, -23.291)  -0.349
O (2.649, 14.999, -23.557)  0.066
C (1.309, 16.774, -24.203)  -0.132
C (0.008, 17.344, -23.980)  0.031
C (-0.525, 18.284, -24.894)  -0.067
C (0.375, 18.835, -25.767)  -0.066
C (1.697, 18.305, -25.978)  -0.038
C (2.120, 17.207, -25.256)  -0.014
H (-0.535, 17.026, -23.102)  0.104
H (-1.551, 18.605, -24.789)  0.107
H (-0.005, 19.677, -26.327)  0.102
H (2.348, 18.761, -26.710)  0.104
H (3.067, 16.692, -25.321)  0.112
O (2.898, 11.049, -11.132)  0.061
N (1.918, 10.587, -11.731)  -0.312
O (1.515, 9.435, -11.625)  0.054
C (1.162, 11.427, -12.719)  -0.134
C (1.502, 12.780, -12.705)  -0.007
C (0.805, 13.677, -13.507)  -0.064
C (-0.001, 13.171, -14.513)  -0.056
C (-0.397, 11.812, -14.522)  -0.034
C (0.189, 10.995, -13.586)  -0.036
H (2.218, 13.235, -12.036)  0.117
H (1.003, 14.692, -13.197)  0.115
H (-0.531, 13.915, -15.088)  0.076
H (-1.085, 11.324, -15.196)  0.111
H (-0.134, 9.994, -13.344)  0.119

2S+1: 1
HOMO (eV): -8.15
LUMO (eV): -0.95

---

Here is C5H8N2 in the gas phase from the Open Molecules 2025 dataset. Energies are from ωB97M-V/def2-TZVPD.

Last column: Löwdin charge in e.
Atoms and positions in Å:
C (-2.577, -0.484, -0.251)  -0.090
N (-1.334, 0.271, 0.033)  -0.018
C (-0.220, -0.386, -0.149)  -0.168
C (0.981, 0.282, 0.006)  -0.304
C (2.314, -0.376, 0.075)  -0.076
C (0.723, 1.628, 0.310)  -0.264
N (-0.442, 2.164, 0.216)  0.202
H (-3.153, -0.063, -1.076)  0.076
H (-3.221, -0.528, 0.634)  0.074
H (-2.348, -1.532, -0.521)  0.074
H (-0.228, -1.449, -0.399)  0.133
H (3.112, 0.364, 0.142)  0.074
H (2.478, -0.957, -0.835)  0.078
H (2.397, -1.049, 0.931)  0.076
H (1.518, 2.116, 0.884)  0.135

2S+1: 1
HOMO (spin up / spin down) (eV): -7.86 / -7.89
LUMO (spin up / spin down) (eV): -0.20 / -0.67
Energy above the lowest of the compared OMol25 structures with the same formula, charge and spin (kJ/mol): 382.08